[1]
{"formula": "C5H9NO2S", "method": "ωB97M-V/def2-TZVPD", "smiles": "CC(C)(C)S(=O)(=O)C#N", "lumo_energy_ev": -0.19, "charge": 0, "gap_ev": 10.41, "e_tot_ev": -21746.1029, "multiplicity": 1, "symbols": ["S", "O", "O", "N", "C", "C", "C", "C", "C", "H", "H", "H", "H", "H", "H", "H", "H", "H"], "coordinates": [[-1.4756, -0.4221, 0.4413], [-1.9668, -1.8886, -0.5604], [-1.9154, -0.3169, 1.7967], [-3.0491, 1.8424, -0.7692], [0.3987, 0.5764, -1.3014], [1.0351, -1.4475, 0.0217], [-2.3146, 1.0305, -0.3720], [0.8666, 0.8020, 1.2165], [0.4161, -0.1156, 0.0752], [1.2008, -1.6693, 1.1812], [1.8624, 0.2869, 1.5443], [2.0562, -1.3046, -0.4674], [1.4307, 1.0053, -1.4886], [0.0303, 0.9318, 2.0016], [1.1672, 1.7255, 0.7277], [0.3715, -2.1459, -0.5994], [-0.4089, 1.3264, -1.3763], [0.2946, -0.2168, -2.0715]]}

***

[2]
{"formula": "C5H9NO2S", "method": "ωB97M-V/def2-TZVPD", "lumo_energy_ev": [-1.22, 0.65], "charge": 0, "gap_ev": [5.07, 8.45], "e_tot_ev": -21747.4127, "multiplicity": 1, "symbols": ["S", "O", "O", "N", "C", "C", "C", "C", "C", "H", "H", "H", "H", "H", "H", "H", "H", "H"], "coordinates": [[1.0026, 2.7994, -0.0868], [-1.3687, -0.0112, -1.4145], [-0.2096, 1.6640, -2.4071], [0.2305, -1.6966, 0.4919], [-0.5724, 1.1719, -1.3422], [1.1813, -1.9402, -0.4057], [-0.1719, 1.4624, -0.0333], [0.1443, -0.7238, 1.5018], [-0.6133, 0.6475, 1.0644], [1.0529, -0.3950, 1.8265], [-0.6697, -2.1301, 0.3312], [0.4471, 3.3310, -1.2422], [2.1673, -1.3417, -0.1984], [1.0863, -2.9137, -0.8735], [-0.6964, 1.2920, 1.8497], [-1.4670, 0.1375, 0.8259], [-0.4089, -1.0016, 2.3622], [-1.1343, -0.3516, -2.2501]]}

***

[3]
{"formula": "C5H9NO3", "method": "ωB97M-V/def2-TZVPD", "lumo_energy_ev": -0.36, "charge": 0, "gap_ev": 9.37, "e_tot_ev": -12953.6829, "multiplicity": 1, "symbols": ["O", "O", "O", "N", "C", "C", "C", "C", "C", "H", "H", "H", "H", "H", "H", "H", "H", "H"], "coordinates": [[1.1170, 0.2299, -2.3795], [-1.7998, 1.5629, -1.4975], [-0.7202, 0.8759, 1.7021], [1.2003, -0.8129, 1.1930], [1.0578, -2.1883, 1.7355], [0.5542, 0.1966, -1.3680], [-0.8552, 0.0680, 0.3405], [0.4384, -0.7769, -0.1015], [-0.5857, 1.0916, -0.6916], [1.0068, 0.0753, 1.7776], [-0.4248, 2.1835, -0.0757], [1.4037, -1.9160, 3.0542], [-0.2471, -2.3926, 1.9526], [-1.8770, -0.5560, 0.3264], [0.1528, -1.8371, -0.3392], [-2.3957, 1.8935, -0.7811], [1.4063, -3.1406, 1.2429], [0.1405, -0.3155, 2.4012]]}

***

[4]
{"formula": "C5H9NO3", "method": "ωB97M-V/def2-TZVPD", "smiles": "C[C@@H](CC(N)=O)C(=O)O", "lumo_energy_ev": -0.08, "charge": 0, "gap_ev": 9.20, "e_tot_ev": -12961.9929, "multiplicity": 1, "symbols": ["O", "O", "O", "N", "C", "C", "C", "C", "C", "H", "H", "H", "H", "H", "H", "H", "H", "H"], "coordinates": [[2.1745, -0.2711, -0.5959], [1.0160, 1.6887, -0.1741], [0.1229, -1.1359, -2.4219], [-1.2064, 0.6205, -1.8514], [-0.2293, 0.5871, 2.0768], [-0.5285, -1.0442, 0.1527], [0.3882, -0.3567, 1.0625], [-0.3570, -0.3980, -1.5793], [1.1134, 0.4637, -0.1524], [1.1580, -0.9960, 1.4936], [0.4530, 1.4071, 2.3113], [-1.3257, 0.8663, -2.8266], [-0.2585, -2.0747, -0.0710], [-1.2440, 1.3922, -1.1970], [-1.1519, 1.0362, 1.7001], [-0.4662, 0.0482, 2.9987], [-1.5910, -0.8541, 0.2957], [1.9324, -0.9793, -1.2218]]}

***

[5]
{"formula": "C5H9NO3", "method": "ωB97M-V/def2-TZVPD", "smiles": "C[C@@H]1O[C@](C)(O)N=C1O", "lumo_energy_ev": 0.61, "charge": 0, "gap_ev": 10.54, "e_tot_ev": -12961.7151, "multiplicity": 1, "symbols": ["O", "O", "O", "N", "C", "C", "C", "C", "C", "H", "H", "H", "H", "H", "H", "H", "H", "H"], "coordinates": [[0.4379, 1.0341, 0.0941], [2.5253, 0.1777, -0.9383], [-2.0340, -1.6534, -0.2018], [0.2326, -1.2084, -0.5464], [-0.9740, -0.8368, -0.2437], [1.8633, -0.6961, 1.1719], [1.2761, -0.1891, -0.1745], [-1.8242, 1.5549, -0.5547], [-0.9006, 0.6231, 0.2980], [1.7276, -1.7332, 1.1876], [-1.3485, 1.8181, -1.4636], [-1.9643, 2.4487, -0.0302], [-1.7214, -2.5832, -0.4049], [2.1874, 0.3000, -1.8740], [-0.9190, 0.5701, 1.4113], [2.9381, -0.5112, 1.2377], [1.1776, -0.0654, 1.8955], [-2.6797, 0.9501, -0.8641]]}

***

[6]
{"formula": "C5H9NO3", "method": "ωB97M-V/def2-TZVPD", "smiles": "N#C[C@H](CO)[C@H]1CO1.O", "lumo_energy_ev": 0.65, "charge": 0, "gap_ev": 11.34, "e_tot_ev": -12961.3001, "multiplicity": 1, "symbols": ["O", "O", "O", "N", "C", "C", "C", "C", "C", "H", "H", "H", "H", "H", "H", "H", "H", "H"], "coordinates": [[2.2710, -2.2789, 1.2289], [-2.1124, -1.4256, 0.4930], [0.9474, 1.4844, -0.5196], [0.4649, 0.9028, 2.1809], [-1.4596, -2.0184, 1.6082], [-2.5984, -1.1269, 1.8048], [-0.0114, -1.6399, 1.8680], [0.9161, -2.3957, 0.8901], [0.2406, -0.1878, 1.8129], [0.1692, 0.9573, -0.7717], [0.2340, -1.9723, 2.8892], [0.6503, -3.4599, 0.9518], [-2.4312, -0.0987, 2.1354], [-1.6343, -3.0948, 1.6988], [0.7198, -2.0607, -0.1401], [0.8466, 1.9100, 0.4254], [-3.5725, -1.5581, 2.0424], [2.6426, -1.4807, 0.8410]]}

***

[7]
{"formula": "C5H9NO4", "method": "ωB97M-V/def2-TZVPD", "lumo_energy_ev": 0.13, "charge": 0, "gap_ev": 9.60, "e_tot_ev": -15005.8800, "multiplicity": 1, "symbols": ["O", "O", "O", "O", "N", "C", "C", "C", "C", "C", "H", "H", "H", "H", "H", "H", "H", "H", "H"], "coordinates": [[2.6708, 0.9546, 1.0236], [0.7582, 2.2906, 0.2839], [-2.6638, -0.5485, 1.4227], [-3.4586, 1.0297, -0.3380], [2.2572, -1.0652, -0.0841], [-1.2233, 0.2631, -0.3841], [1.0912, -0.1027, -0.3490], [1.5907, 1.2208, 0.3343], [-2.5710, 0.2822, 0.3824], [-0.1372, -0.6859, 0.4164], [-0.5835, -1.7569, 0.0785], [-1.1879, -0.3410, -1.5516], [2.8806, -0.0874, 0.7015], [2.8356, -0.7984, -0.9400], [0.7203, 0.0409, -1.4023], [-4.3497, 0.8642, 0.1654], [1.9595, -2.1608, -0.5256], [-0.4502, 1.3720, -0.7336], [-0.1389, -0.7714, 1.4996]]}

***

[8]
{"formula": "C5H9NO4", "method": "ωB97M-V/def2-TZVPD", "smiles": "NC(=O)COCCOC=O", "lumo_energy_ev": 0.62, "charge": 0, "gap_ev": 10.32, "e_tot_ev": -15009.4281, "multiplicity": 1, "symbols": ["O", "O", "O", "O", "N", "C", "C", "C", "C", "C", "H", "H", "H", "H", "H", "H", "H", "H", "H"], "coordinates": [[1.3235, -1.1280, 0.3227], [2.8912, 0.4274, 0.3212], [-1.7502, -0.8580, -0.0648], [-0.6050, 2.3236, 1.1556], [-0.9302, 1.7269, -0.8704], [0.4349, -1.9364, -0.4601], [-0.8726, 1.3527, 0.4115], [-0.9349, -1.9822, 0.1842], [2.2011, -0.3458, -0.2899], [-1.7071, 0.1782, 0.8796], [-0.7172, 2.8370, -0.6869], [-0.8326, -2.1455, 1.2696], [-1.4654, -2.8466, -0.2364], [-2.7340, 0.5401, 1.0428], [0.8409, -2.9562, -0.4988], [2.1805, -0.4102, -1.3955], [-1.2097, 1.0120, -1.5316], [0.3695, -1.5420, -1.4838], [-1.2883, -0.1498, 1.8429]]}